[1]
The following is a DFT calculation (the ωB97M-V functional and the def2-TZVPD basis) of a cluster of 2 separate species, C32H38N3O4 in total.

Each line ends with the Löwdin charge.
Geometry (Å):
C  -3.599  -3.078  4.219  -0.04
O  -3.198  -1.783  4.691  -0.03
C  -2.658  -1.011  3.731  -0.44
O  -2.560  -1.348  2.570  0.10
C  -2.224  0.319  4.318  -0.20
C  -3.400  1.278  4.585  -0.10
C  -2.970  2.650  4.051  -0.14
C  -1.548  2.477  3.492  -0.16
N  -1.341  1.030  3.423  -0.09
C  -0.087  0.558  3.044  -0.23
C  0.142  -0.322  2.001  -0.01
C  1.487  -0.843  1.671  -0.21
C  2.655  -0.088  2.331  -0.19
C  2.338  0.373  3.751  -0.20
C  1.069  1.211  3.780  -0.15
H  -4.003  -3.545  5.111  0.09
H  -4.353  -2.991  3.433  0.10
H  -2.739  -3.640  3.843  0.10
H  -1.732  0.075  5.286  0.16
H  -4.313  0.925  4.085  0.12
H  -3.575  1.299  5.667  0.12
H  -3.622  2.985  3.234  0.11
H  -2.973  3.404  4.849  0.11
H  -1.427  2.904  2.485  0.12
H  -0.810  2.978  4.148  0.11
H  -0.690  -0.685  1.412  0.09
H  1.518  -1.898  1.983  0.11
H  1.609  -0.855  0.583  0.07
H  3.545  -0.726  2.328  0.11
H  2.876  0.795  1.716  0.11
H  2.237  -0.488  4.426  0.12
H  3.167  0.978  4.131  0.11
H  1.278  2.190  3.309  0.12
H  0.780  1.398  4.826  0.12
C  6.778  2.787  -3.934  -0.05
O  5.747  3.448  -3.170  -0.08
C  4.456  3.047  -3.281  -0.25
C  3.530  3.804  -2.527  0.03
C  2.185  3.496  -2.588  0.00
C  1.779  2.370  -3.305  -0.23
N  0.400  2.103  -3.352  0.06
C  -0.197  0.871  -3.243  -0.08
C  0.382  -0.202  -2.438  -0.29
C  -0.210  -1.532  -2.553  -0.05
C  -0.106  -2.435  -1.546  0.03
C  -0.834  -3.698  -1.544  -0.20
C  -0.790  -4.555  -0.412  -0.02
C  -1.577  -5.701  -0.347  -0.06
C  -2.414  -6.043  -1.424  -0.06
C  -2.418  -5.251  -2.581  -0.07
C  -1.627  -4.104  -2.653  -0.03
O  1.341  0.047  -1.658  0.09
N  -1.534  1.100  -3.338  -0.03
C  -2.596  0.134  -3.186  0.01
C  -1.770  2.448  -3.610  0.03
C  -0.575  3.076  -3.572  0.04
C  2.681  1.577  -4.017  0.01
C  4.022  1.956  -4.074  0.02
H  7.685  3.324  -3.656  0.10
H  6.859  1.730  -3.654  0.10
H  6.596  2.885  -5.010  0.10
H  3.886  4.629  -1.925  0.13
H  1.449  4.092  -2.050  0.12
H  -0.648  -1.765  -3.531  0.11
H  0.606  -2.268  -0.731  0.12
H  -0.074  -4.320  0.383  0.12
H  -1.534  -6.343  0.538  0.11
H  -3.057  -6.920  -1.368  0.11
H  -3.031  -5.531  -3.446  0.11
H  -1.558  -3.548  -3.594  0.10
H  -3.528  0.703  -3.099  0.11
H  -2.668  -0.524  -4.064  0.11
H  -2.456  -0.479  -2.287  0.11
H  -2.763  2.843  -3.735  0.14
H  -0.345  4.121  -3.656  0.14
H  2.334  0.699  -4.566  0.13
H  4.717  1.410  -4.715  0.11

Summary:
- Lowest unoccupied orbital energy: -4.2 eV
- Relative energy (zero: lowest compared OMol25 entry of this formula, charge and spin): 0.0 kcal/mol
- 2S+1: 1
- Net charge: +1
- Frontier orbital gap: 5.29 eV
- Molar mass: 528.7 u
- Highest occupied orbital energy: -9.4 eV

---

[2]
The following is a DFT calculation (the ωB97M-V functional and the def2-TZVPD basis) of a structure of composition C32H38N5Si2V.

Each line ends with the Löwdin charge.
Geometry (Å):
V  0.153  -0.255  0.061  0.75
C  -0.095  4.102  -1.045  -0.02
C  -1.439  4.365  -0.848  -0.03
C  -2.257  3.361  -0.356  0.01
C  -1.701  2.123  -0.066  -0.23
N  -0.401  1.857  -0.299  0.06
C  0.380  2.833  -0.767  -0.08
C  -2.487  1.002  0.499  -0.20
C  -3.773  1.145  0.993  0.02
C  -4.425  0.023  1.482  -0.02
C  -3.788  -1.206  1.447  0.02
C  -2.497  -1.277  0.945  -0.19
N  -1.860  -0.184  0.508  0.06
C  -1.739  -2.542  0.807  -0.20
C  -2.283  -3.775  1.139  0.01
C  -1.545  -4.924  0.921  -0.03
C  -0.291  -4.811  0.349  -0.02
C  0.186  -3.548  0.051  -0.11
N  -0.498  -2.429  0.293  0.06
H  0.578  4.862  -1.416  0.12
H  -1.850  5.340  -1.074  0.12
H  -3.308  3.546  -0.198  0.11
H  1.421  2.581  -0.919  0.10
H  -4.255  2.110  1.013  0.12
H  -5.425  0.106  1.886  0.12
H  -4.291  -2.087  1.814  0.11
H  -3.274  -3.848  1.559  0.11
H  -1.951  -5.892  1.182  0.12
H  0.315  -5.681  0.139  0.12
H  1.159  -3.428  -0.400  0.10
C  1.264  1.267  5.062  -0.18
Si  0.332  1.067  3.432  0.45
C  -1.304  0.276  3.927  -0.15
C  -0.040  2.831  2.871  -0.15
C  1.169  0.066  2.101  -0.39
C  2.219  0.746  1.328  -0.43
C  3.106  1.740  1.780  -0.02
C  4.076  2.233  0.935  -0.04
C  4.160  1.759  -0.375  -0.06
C  3.234  0.825  -0.782  -0.15
N  2.289  0.340  0.033  -0.01
Si  1.974  -1.507  2.728  0.46
C  3.270  -1.205  4.062  -0.17
C  0.744  -2.725  3.478  -0.16
C  3.040  -2.307  1.387  -0.17
H  0.773  2.049  5.648  0.03
H  2.314  1.547  4.954  0.03
H  1.231  0.352  5.657  0.03
H  -1.708  0.805  4.796  0.04
H  -1.179  -0.772  4.211  0.02
H  -2.056  0.325  3.138  0.00
H  -0.347  3.408  3.748  0.04
H  -0.854  2.892  2.147  0.01
H  0.829  3.334  2.441  0.03
H  3.038  2.087  2.803  0.10
H  4.777  2.978  1.289  0.11
H  4.919  2.112  -1.059  0.11
H  3.232  0.456  -1.802  0.11
H  2.846  -0.974  5.037  0.01
H  3.956  -0.398  3.792  0.03
H  3.869  -2.115  4.170  0.04
H  0.594  -2.487  4.535  0.03
H  1.135  -3.745  3.433  0.04
H  -0.234  -2.714  3.000  0.00
H  3.977  -1.747  1.315  0.04
H  2.622  -2.334  0.385  -0.02
H  3.296  -3.327  1.689  0.04
C  0.370  -1.248  -4.851  -0.04
C  1.379  -1.660  -3.994  -0.03
C  1.281  -1.335  -2.653  -0.14
N  0.256  -0.643  -2.147  -0.01
C  -0.716  -0.253  -2.978  -0.11
C  -0.697  -0.532  -4.333  -0.04
H  0.416  -1.481  -5.906  0.12
H  2.230  -2.220  -4.354  0.12
H  2.050  -1.627  -1.946  0.10
H  -1.534  0.304  -2.537  0.11
H  -1.506  -0.194  -4.966  0.11

Summary:
- Lowest unoccupied orbital energy (alpha / beta): -3.0 / -3.3 eV
- Relative energy (zero: lowest compared OMol25 entry of this formula, charge and spin): 0.0 kcal/mol
- 2S+1: 4
- Net charge: +1
- Frontier orbital gap (alpha / beta): 6.45 / 6.71 eV
- Molar mass: 599.8 u
- Highest occupied orbital energy (alpha / beta): -9.4 / -10.0 eV
- ⟨S²⟩: 3.770

---

no.,electronic energy (eV)
1,-46453.1564
2,-82694.2586